Record 1
{
  "formula": "C4H10N2",
  "method": "wB97M-V/def2-TZVPD",
  "smiles": "CNC1CNC1",
  "total_energy_ha": -267.8247,
  "gap_ev": 9.68,
  "species": ["N", "N", "C", "C", "C", "C", "H", "H", "H", "H", "H", "H", "H", "H", "H", "H"],
  "coordinates": [[0.889, 1.115, -1.159], [-0.778, -0.957, -0.007], [1.347, 0.369, 0.006], [-0.468, 1.398, -0.614], [-0.700, -2.046, 1.059], [-0.109, 0.274, 0.392], [-1.237, 1.085, -1.248], [0.415, -2.151, 1.519], [1.857, 1.021, 0.789], [-1.533, -1.740, 1.871], [1.396, 1.958, -1.371], [-0.982, -2.989, 0.652], [-0.376, 0.581, 1.489], [-0.740, 2.392, -0.168], [-1.815, -0.668, -0.092], [1.820, -0.563, -0.333]],
  "forces_ev_per_angstrom": [[-0.102, 1.793, -1.124], [-1.575, -0.382, 0.858], [-0.035, 0.881, 0.366], [1.641, -0.451, 1.588], [0.177, 2.508, 1.676], [-2.394, 0.159, 2.661], [-1.260, -0.260, -1.289], [-2.805, 0.502, -1.033], [0.055, -1.141, -1.006], [2.248, -0.956, -1.141], [0.415, 0.084, -0.241], [-0.133, -0.642, -0.405], [0.628, -0.696, -1.466], [0.733, -0.696, -0.356], [2.145, -0.984, 0.110], [0.262, 0.282, 0.803]],
  "mulliken_charge": [-0.495, -0.592, -0.545, -0.661, -0.705, 0.313, 0.335, 0.234, 0.229, 0.261, 0.217, 0.290, 0.298, 0.238, 0.251, 0.333]
}

Record 2
{
  "formula": "C11H20N2O4Ru",
  "method": "wB97M-V/def2-TZVPD",
  "charge": 4,
  "spin_multiplicity": 5,
  "total_energy_ha": -934.6322,
  "gap_ev": [8.48, 7.24],
  "species": ["Ru", "O", "O", "O", "O", "N", "N", "C", "C", "C", "C", "C", "C", "C", "C", "C", "C", "C", "H", "H", "H", "H", "H", "H", "H", "H", "H", "H", "H", "H", "H", "H", "H", "H", "H", "H", "H", "H"],
  "coordinates": [[0.127, -0.346, 0.023], [-1.077, 1.444, -0.064], [-0.573, -0.010, 1.892], [-0.561, -0.292, -1.902], [-1.477, -1.521, 0.045], [2.332, 0.041, 0.016], [4.373, 0.958, -0.062], [-1.213, -1.571, -2.326], [-0.761, 2.298, 1.073], [4.587, -0.345, 0.063], [-0.873, 1.405, 2.301], [3.253, -0.936, 0.113], [-1.663, -0.963, 2.315], [-1.382, 0.911, -2.310], [3.034, 1.199, -0.091], [-1.245, -2.449, -1.094], [-1.522, -2.135, 1.406], [-1.020, 2.041, -1.397], [-1.748, 2.851, -1.476], [-0.019, 2.442, -1.570], [-2.193, -1.333, -2.729], [-0.568, -2.651, 1.553], [-1.497, -1.241, 3.356], [-1.999, -3.237, -1.100], [0.241, 2.711, 0.938], [-0.279, -2.934, -0.913], [-0.162, 1.676, 3.078], [5.097, 1.682, -0.128], [-2.422, 0.615, -2.192], [-1.874, 1.389, 2.721], [-1.156, 1.126, -3.353], [-0.601, -2.024, -3.104], [-1.470, 3.126, 1.118], [2.624, 2.195, -0.191], [-2.317, -2.879, 1.463], [-2.608, -0.438, 2.201], [3.041, -1.993, 0.216], [5.568, -0.812, 0.112]],
  "forces_ev_per_angstrom": [[-1.064, 0.763, -0.179], [0.152, 0.574, 0.002], [-0.003, -0.005, 0.523], [0.043, -0.215, -0.442], [0.141, -0.805, 0.101], [0.233, 0.034, 0.010], [-0.025, 0.182, -0.017], [0.127, 0.043, 0.048], [-0.002, -0.089, -0.148], [-0.285, -0.148, 0.011], [0.097, -0.208, 0.016], [0.320, 0.065, 0.017], [0.158, 0.021, 0.056], [0.194, -0.139, -0.078], [0.010, -0.130, -0.010], [0.213, -0.137, 0.207], [0.308, -0.199, -0.238], [0.056, -0.041, 0.204], [-0.047, -0.009, -0.017], [0.014, 0.018, -0.031], [-0.068, -0.001, 0.099], [-0.019, -0.081, 0.028], [0.043, 0.067, 0.035], [-0.221, 0.185, -0.106], [0.017, 0.015, 0.008], [0.001, -0.036, -0.004], [0.022, 0.002, 0.022], [0.016, -0.021, 0.001], [-0.043, 0.051, 0.033], [-0.050, 0.069, -0.041], [0.020, -0.032, -0.029], [0.012, 0.043, -0.057], [-0.042, -0.005, 0.055], [0.015, -0.004, -0.003], [-0.239, 0.220, -0.007], [-0.047, -0.039, -0.070], [-0.039, 0.003, -0.003], [-0.018, -0.012, 0.002]],
  "mulliken_charge": [1.102, -0.158, -0.354, -0.329, -0.316, 0.051, 0.096, -0.424, -0.331, -0.159, -0.456, -0.131, -0.355, -0.418, -0.388, -0.351, -0.580, -0.506, 0.391, 0.304, 0.461, 0.350, 0.386, 0.483, 0.253, 0.301, 0.382, 0.305, 0.492, 0.421, 0.381, 0.375, 0.443, 0.455, 0.443, 0.502, 0.460, 0.420]
}